{
  "formula": "C4H11NO2",
  "method": "ωB97M-V/def2-TZVPD",
  "symbols": ["C", "C", "O", "O", "H", "H", "H", "C", "C", "N", "H", "H", "H", "H", "H", "H", "H", "H"],
  "positions_angstrom": [[-1.25, 3.59, -0.58], [-0.76, 2.33, 0.10], [-0.38, 2.72, 1.36], [-0.71, 1.16, -0.18], [-0.82, 4.41, -0.01], [-2.31, 3.74, -0.40], [-0.86, 3.62, -1.59], [0.59, -2.62, -0.78], [0.40, -3.04, 0.69], [1.27, -1.32, -0.69], [1.31, -3.25, -1.29], [-0.35, -2.51, -1.31], [-0.48, -2.51, 1.06], [1.21, -2.78, 1.37], [0.54, -0.61, -0.54], [0.33, 2.42, 1.93], [1.95, -1.24, 0.07], [0.32, -4.11, 0.78]],
  "orbital_gap_ev": [11.03, 5.67],
  "s_squared": 0.75,
  "spin_multiplicity": 2,
  "charge": 1
}


{
  "formula": "C3H9OPS",
  "method": "ωB97M-V/def2-TZVPD",
  "symbols": ["C", "C", "C", "O", "P", "S", "H", "H", "H", "H", "H", "H", "H", "H", "H"],
  "positions_angstrom": [[-2.37, 0.09, 0.45], [1.10, -0.93, 1.40], [1.56, 0.54, -2.40], [-1.11, -0.43, 0.39], [0.31, 0.39, 0.36], [0.06, 2.02, 1.41], [-2.93, -0.66, 1.18], [-2.90, 0.19, -0.52], [-2.38, 1.07, 0.93], [2.00, -0.47, 1.86], [0.36, -1.27, 2.17], [1.48, -1.85, 0.80], [2.54, 0.01, -2.50], [0.78, -0.17, -2.62], [1.52, 1.46, -2.92]],
  "orbital_gap_ev": [7.14, 8.04],
  "spin_multiplicity": 1
}


{
  "formula": "C40H44As2KNO15STe",
  "method": "ωB97M-V/def2-TZVPD",
  "symbols": ["K", "C", "C", "C", "C", "C", "C", "C", "S", "O", "O", "N", "C", "C", "O", "O", "H", "H", "H", "H", "H", "H", "H", "H", "H", "C", "O", "C", "C", "C", "C", "C", "C", "O", "C", "O", "C", "H", "H", "H", "H", "H", "H", "H", "H", "H", "C", "Te", "C", "C", "C", "C", "C", "C", "C", "H", "H", "H", "H", "H", "H", "H", "H", "C", "O", "C", "O", "C", "C", "As", "C", "C", "C", "As", "C", "C", "O", "O", "C", "C", "O", "O", "C", "C", "O", "O", "C", "H", "H", "H", "H", "H", "H", "H", "H", "H", "H", "H", "H", "H", "H", "H", "H", "H", "H"],
  "positions_angstrom": [[0.28, 0.25, -0.67], [0.76, -7.08, -5.33], [0.35, -5.85, -4.56], [-0.94, -5.35, -4.63], [-1.32, -4.22, -3.91], [-0.39, -3.56, -3.12], [0.91, -4.06, -3.04], [1.28, -5.18, -3.76], [-0.84, -2.12, -2.15], [-2.30, -2.12, -2.19], [-0.19, -0.99, -2.79], [-0.20, -2.31, -0.75], [-0.98, -3.12, 0.17], [-1.60, -2.36, 1.33], [-2.48, -2.86, 2.00], [-1.12, -1.15, 1.56], [-0.08, -7.49, -5.89], [1.13, -7.86, -4.66], [1.56, -6.85, -6.04], [-1.68, -5.86, -5.24], [-2.33, -3.83, -3.96], [1.63, -3.56, -2.40], [2.30, -5.54, -3.71], [-0.35, -3.90, 0.62], [-1.82, -3.64, -0.30], [6.32, 4.24, -3.76], [6.41, 4.47, -2.37], [5.43, 3.91, -1.58], [5.56, 4.16, -0.20], [4.65, 3.59, 0.65], [3.58, 2.78, 0.21], [2.72, 2.11, 1.17], [3.04, 2.24, 2.65], [1.77, 1.41, 0.84], [3.42, 2.56, -1.21], [2.46, 1.89, -1.71], [4.41, 3.14, -2.07], [7.15, 4.77, -4.21], [5.37, 4.62, -4.16], [6.39, 3.17, -3.99], [6.37, 4.79, 0.16], [4.76, 3.77, 1.71], [4.05, 1.88, 2.86], [2.31, 1.65, 3.21], [2.97, 3.27, 2.98], [4.30, 2.92, -3.12], [2.53, -1.48, -4.96], [2.51, 0.37, -3.82], [3.18, -1.00, -2.31], [3.98, -2.05, -3.04], [5.01, -2.76, -2.44], [5.73, -3.71, -3.16], [5.41, -3.95, -4.49], [4.38, -3.24, -5.09], [3.65, -2.30, -4.38], [2.63, -1.34, -6.04], [1.57, -1.95, -4.75], [2.31, -1.46, -1.83], [3.75, -0.48, -1.55], [5.26, -2.56, -1.40], [6.54, -4.25, -2.69], [5.98, -4.68, -5.06], [4.13, -3.42, -6.13], [-0.11, 4.18, 1.01], [-0.23, 3.35, 2.16], [-0.95, 2.24, 1.99], [-1.53, 1.99, 0.96], [-0.85, 1.25, 3.12], [0.02, 1.38, 4.17], [0.09, 3.12, 4.99], [0.74, 2.82, 6.82], [-1.89, 3.02, 5.27], [-2.66, 2.37, 4.44], [-2.03, -0.34, 3.06], [-3.51, 0.21, 1.90], [-4.08, 2.36, 4.32], [-4.76, 3.11, 3.65], [-4.63, 1.30, 5.00], [-6.03, 1.07, 4.83], [-2.39, 3.83, 6.42], [-2.40, 3.48, 7.57], [-2.86, 5.07, 6.12], [-2.82, 5.51, 4.76], [0.56, 0.17, 4.86], [1.15, 0.15, 5.92], [0.42, -0.94, 4.11], [0.89, -2.15, 4.68], [0.49, 5.03, 1.33], [-1.09, 4.51, 0.66], [0.40, 3.64, 0.21], [1.79, 2.55, 6.77], [0.19, 2.05, 7.35], [0.64, 3.78, 7.33], [-3.71, 1.28, 1.98], [-4.38, -0.36, 2.22], [-3.27, -0.03, 0.86], [-6.16, 0.17, 4.24], [-6.50, 1.92, 4.34], [-6.46, 0.93, 5.82], [-3.05, 6.57, 4.79], [-3.56, 4.97, 4.16], [-1.83, 5.36, 4.33], [0.83, -2.89, 3.89], [0.26, -2.44, 5.52], [1.91, -2.04, 5.03]],
  "orbital_gap_ev": 6.52,
  "spin_multiplicity": 1,
  "charge": -2
}


{
  "formula": "C17H33AsN4O3PRuS2Si2",
  "method": "ωB97M-V/def2-TZVPD",
  "symbols": ["Ru", "S", "C", "S", "C", "C", "N", "C", "N", "C", "C", "N", "C", "C", "N", "H", "H", "H", "H", "H", "H", "C", "O", "P", "O", "C", "O", "C", "H", "H", "H", "H", "H", "H", "H", "H", "H", "C", "Si", "C", "C", "As", "Si", "C", "C", "C", "H", "H", "H", "H", "H", "H", "H", "H", "H", "H", "H", "H", "H", "H", "H", "H", "H", "H"],
  "positions_angstrom": [[-0.23, 0.35, 1.18], [-0.25, 0.42, 3.54], [0.87, 1.74, 3.41], [1.24, 2.16, 1.77], [1.46, 2.33, 4.48], [2.43, 3.36, 4.29], [3.23, 4.16, 4.09], [1.14, 1.91, 5.80], [0.85, 1.52, 6.85], [-1.51, 3.58, -0.29], [-2.45, 2.67, 0.42], [-2.16, 1.51, 0.98], [-3.34, 1.00, 1.51], [-4.34, 1.87, 1.26], [-3.77, 2.91, 0.57], [-0.57, 3.61, 0.24], [-1.92, 4.58, -0.35], [-1.31, 3.21, -1.30], [-3.36, 0.07, 2.05], [-5.39, 1.83, 1.50], [-4.26, 3.73, 0.24], [1.98, -2.23, 3.42], [1.70, -2.34, 2.01], [0.35, -1.87, 1.33], [0.53, -2.52, -0.13], [0.94, -3.89, -0.28], [-0.68, -2.83, 2.10], [-2.08, -2.55, 2.15], [2.69, -3.01, 3.66], [1.08, -2.36, 4.01], [2.42, -1.25, 3.63], [0.69, -4.18, -1.30], [0.40, -4.53, 0.42], [2.01, -3.99, -0.12], [-2.60, -3.51, 2.15], [-2.40, -1.97, 1.29], [-2.32, -2.01, 3.07], [-0.62, 0.81, -4.39], [-1.20, -0.18, -2.89], [-2.91, 0.34, -2.29], [-1.19, -2.05, -3.16], [0.25, 0.46, -1.10], [2.51, 0.04, -1.82], [2.56, -1.36, -3.07], [2.99, 1.71, -2.56], [3.48, -0.33, -0.26], [-1.38, 0.78, -5.17], [0.30, 0.41, -4.81], [-0.45, 1.85, -4.12], [-3.70, -0.12, -2.89], [-3.05, 1.42, -2.33], [-3.04, 0.01, -1.26], [-1.80, -2.31, -4.03], [-1.61, -2.55, -2.28], [-0.18, -2.43, -3.32], [1.90, -1.17, -3.92], [2.25, -2.30, -2.60], [3.57, -1.49, -3.46], [2.29, 2.01, -3.34], [3.99, 1.69, -2.99], [2.98, 2.48, -1.78], [3.18, -1.29, 0.17], [3.30, 0.44, 0.49], [4.55, -0.37, -0.45]],
  "orbital_gap_ev": [7.93, 6.02],
  "s_squared": 6.03,
  "spin_multiplicity": 5,
  "charge": 1
}